{"formula": "C6H12O", "method": "the ωB97M-V functional and the def2-TZVPD basis", "gap_ha": 0.31656, "lumo_ev": 0.6775, "smiles": "C=C/C(C)=C/C.O", "total_energy_ev": -8460.4812, "e_above_lowest_ev": 3.8728, "symbols": ["C", "C", "C", "C", "C", "C", "H", "H", "H", "H", "H", "H", "H", "H", "H", "H", "H", "H", "O"], "positions_angstrom": [[0.662, -1.568, -1.755], [0.438, -1.902, -2.991], [0.014, 0.756, -1.558], [0.370, -0.482, -0.980], [0.567, -0.547, 0.425], [-0.472, 1.909, -0.814], [1.331, -2.192, -1.103], [-0.203, -1.427, -3.824], [0.889, -2.786, -3.528], [0.071, 0.986, -2.519], [1.327, -1.302, 0.842], [-0.408, -0.564, 1.002], [0.949, 0.457, 0.846], [-0.061, 1.943, 0.251], [-1.516, 1.677, -0.423], [-0.527, 2.662, -1.477], [-1.044, 1.611, 6.110], [-0.985, 0.035, 5.549], [-1.403, 0.735, 5.948]]}

***

{"formula": "C6H12O", "method": "the ωB97M-V functional and the def2-TZVPD basis", "gap_ha": 0.38806, "lumo_ev": 0.9502, "smiles": "CCC[C@@H](C)C=O", "total_energy_ev": -8463.0897, "e_above_lowest_ev": 1.2642, "symbols": ["C", "C", "O", "C", "C", "C", "C", "H", "H", "H", "H", "H", "H", "H", "H", "H", "H", "H", "H"], "positions_angstrom": [[-1.269, -0.131, 0.755], [-1.370, 1.424, 0.775], [1.212, 1.669, -0.057], [1.457, 0.563, 0.356], [-0.063, -1.149, 0.467], [1.167, -0.708, -0.375], [0.870, -0.546, -1.860], [-1.649, -0.423, 1.741], [-2.050, -0.403, 0.038], [-2.425, 1.572, 1.035], [-0.781, 1.960, 1.528], [-1.205, 1.924, -0.186], [1.763, 0.385, 1.413], [-0.546, -1.979, -0.054], [0.331, -1.574, 1.403], [2.020, -1.397, -0.231], [1.586, 0.119, -2.353], [0.893, -1.514, -2.376], [-0.127, -0.118, -1.988]]}

***

{"formula": "C6H12O", "method": "the ωB97M-V functional and the def2-TZVPD basis", "gap_ha": 0.37512, "lumo_ev": 0.9801, "smiles": "CC[C@H]1C[C@]1(C)O", "total_energy_ev": -8462.3914, "e_above_lowest_ev": 1.9626, "symbols": ["C", "C", "C", "C", "C", "C", "O", "H", "H", "H", "H", "H", "H", "H", "H", "H", "H", "H", "H"], "positions_angstrom": [[-2.268, 0.052, 0.174], [-1.164, 0.602, -0.731], [0.010, -0.359, -0.801], [1.385, 0.121, -1.184], [1.145, -0.396, 0.204], [1.035, 0.431, 1.457], [1.946, -1.424, 0.578], [-3.123, 0.732, 0.282], [-1.897, -0.117, 1.184], [-2.631, -0.919, -0.197], [-0.818, 1.592, -0.433], [-1.598, 0.779, -1.729], [-0.360, -1.276, -1.242], [1.546, 1.147, -1.497], [1.955, -0.556, -1.808], [1.915, 0.551, 2.092], [0.347, -0.091, 2.091], [0.630, 1.406, 1.235], [1.945, -2.275, 0.325]]}

***

{"formula": "C6H12O", "method": "the ωB97M-V functional and the def2-TZVPD basis", "gap_ha": 0.37314, "lumo_ev": 1.0689, "smiles": "C[C@H]1C=CCO1.C", "total_energy_ev": -8462.8783, "e_above_lowest_ev": 1.4756, "symbols": ["C", "C", "C", "O", "C", "C", "C", "H", "H", "H", "H", "H", "H", "H", "H", "H", "H", "H", "H"], "positions_angstrom": [[-0.351, -2.376, -0.329], [0.719, -0.120, 1.353], [1.682, 0.028, 0.203], [1.015, 0.871, -0.719], [-0.057, 1.546, -0.068], [-1.246, 1.624, -1.019], [-0.265, 0.760, 1.209], [0.539, -2.916, 0.003], [-0.243, -2.044, -1.366], [-1.239, -2.996, -0.203], [0.809, -0.888, 2.118], [2.617, 0.490, 0.554], [1.936, -0.907, -0.314], [0.261, 2.571, 0.188], [-0.974, 2.183, -1.922], [-2.081, 2.145, -0.539], [-1.579, 0.627, -1.327], [-0.435, -1.499, 0.301], [-1.110, 0.901, 1.876]]}

***

{"formula": "C6H12O", "method": "the ωB97M-V functional and the def2-TZVPD basis", "gap_ha": 0.31187, "lumo_ev": 1.0432, "smiles": "CC(C)C/C=C/O", "total_energy_ev": -8461.6136, "e_above_lowest_ev": 2.7403, "symbols": ["C", "C", "C", "C", "C", "C", "O", "H", "H", "H", "H", "H", "H", "H", "H", "H", "H", "H", "H"], "positions_angstrom": [[2.244, 0.247, 0.456], [1.281, 0.585, -0.459], [-0.712, 0.035, 0.108], [0.435, -0.359, -1.202], [-1.997, 0.429, -0.614], [-0.888, -1.264, 0.890], [2.767, 1.158, 1.348], [2.768, 2.039, 0.943], [2.491, -0.773, 0.722], [1.114, 1.640, -0.671], [-0.533, 0.817, 0.860], [0.121, 0.022, -2.173], [0.728, -1.406, -1.140], [-2.809, 0.565, 0.109], [-1.177, -2.094, 0.240], [-2.315, -0.339, -1.322], [-1.866, 1.370, -1.156], [-1.678, -1.143, 1.639], [0.027, -1.529, 1.424]]}

***

{"formula": "C6H12O", "method": "the ωB97M-V functional and the def2-TZVPD basis", "gap_ha": 0.28949, "lumo_ev": 0.7852, "total_energy_ev": -8457.8864, "e_above_lowest_ev": 6.4675, "symbols": ["C", "C", "C", "C", "C", "C", "O", "H", "H", "H", "H", "H", "H", "H", "H", "H", "H", "H", "H"], "positions_angstrom": [[-1.058, 2.064, -1.007], [-0.572, 0.755, -1.635], [-0.629, -0.410, -0.660], [0.350, -1.557, -0.726], [0.461, -0.537, 0.369], [1.519, -0.632, 2.185], [-0.087, -1.225, 1.712], [-0.989, 2.905, -1.708], [-0.449, 2.300, -0.125], [-2.105, 1.984, -0.682], [0.466, 0.878, -1.976], [-1.165, 0.518, -2.532], [-1.640, -0.684, -0.340], [1.127, -1.553, -1.494], [-0.029, -2.551, -0.485], [2.270, -1.235, 1.679], [1.359, -0.969, 3.216], [1.746, 0.432, 2.127], [-0.675, -0.556, 2.109]]}

***

{"formula": "C6H12O", "method": "the ωB97M-V functional and the def2-TZVPD basis", "gap_ha": 0.36220, "lumo_ev": 1.1082, "smiles": "CCO[C@H]1C[C@H]1C", "total_energy_ev": -8461.0605, "e_above_lowest_ev": 3.2934, "symbols": ["C", "C", "O", "C", "C", "C", "C", "H", "H", "H", "H", "H", "H", "H", "H", "H", "H", "H", "H"], "positions_angstrom": [[-1.825, -2.124, -0.574], [-1.163, -0.909, -1.223], [-1.100, -0.008, -0.178], [-0.324, 1.117, 0.075], [0.170, 0.731, 1.478], [1.096, 1.407, 0.556], [2.445, 0.901, 0.157], [-2.728, -1.804, -0.039], [-1.158, -2.574, 0.172], [-2.096, -2.878, -1.313], [-1.785, -0.482, -2.018], [-0.167, -1.146, -1.613], [-0.858, 2.038, -0.197], [0.332, -0.357, 1.520], [-0.350, 1.118, 2.334], [1.085, 2.474, 0.781], [2.869, 1.556, -0.610], [3.105, 0.919, 1.031], [2.405, -0.119, -0.233]]}

***

{"formula": "C6H12O", "method": "the ωB97M-V functional and the def2-TZVPD basis", "gap_ha": 0.34531, "lumo_ev": 0.8937, "total_energy_ev": -8461.6150, "e_above_lowest_ev": 2.7390, "symbols": ["C", "C", "C", "C", "C", "C", "O", "H", "H", "H", "H", "H", "H", "H", "H", "H", "H", "H", "H"], "positions_angstrom": [[-2.778, 0.279, -0.116], [-1.410, 0.640, 0.443], [-0.326, -0.389, 0.134], [1.005, 0.009, 0.759], [2.232, -0.795, 0.249], [2.851, 0.108, -0.790], [2.032, 0.050, -1.828], [-2.743, 0.160, -1.202], [-3.140, -0.663, 0.306], [-3.519, 1.050, 0.113], [-1.486, 0.784, 1.528], [-1.100, 1.614, 0.044], [-0.197, -0.473, -0.950], [-0.632, -1.383, 0.488], [0.942, -0.050, 1.848], [1.905, -1.757, -0.166], [2.930, -1.011, 1.062], [1.142, 1.087, 0.534], [2.291, 0.742, -2.454]]}

***

{"formula": "C6H12O", "method": "the ωB97M-V functional and the def2-TZVPD basis", "gap_ha": 0.34665, "lumo_ev": 1.0403, "smiles": "C[C@@H]1C[C@@H]1[C@@H](C)O", "total_energy_ev": -8461.6132, "e_above_lowest_ev": 2.7407, "symbols": ["C", "C", "O", "C", "C", "C", "C", "H", "H", "H", "H", "H", "H", "H", "H", "H", "H", "H", "H"], "positions_angstrom": [[2.601, 0.131, 0.245], [1.149, -0.217, -0.089], [0.615, -0.676, 1.171], [0.208, 0.905, -0.425], [-1.050, 0.903, -1.212], [-1.285, 0.462, 0.171], [-2.056, -0.885, 0.341], [3.247, 0.348, -0.610], [3.010, -0.733, 0.779], [2.633, 0.978, 0.939], [1.116, -1.014, -0.844], [0.375, -1.599, 1.120], [0.610, 1.906, -0.190], [-1.189, 0.134, -1.963], [-1.431, 1.883, -1.446], [-1.576, 1.144, 0.959], [-1.730, -1.704, -0.313], [-3.107, -0.696, 0.043], [-2.121, -1.287, 1.363]]}

***

{"formula": "C6H12O", "method": "the ωB97M-V functional and the def2-TZVPD basis", "gap_ha": 0.38724, "lumo_ev": 0.9750, "smiles": "CC(C)[C@H]1C[C@H]1O", "total_energy_ev": -8463.0718, "e_above_lowest_ev": 1.2822, "symbols": ["C", "C", "C", "C", "C", "C", "O", "H", "H", "H", "H", "H", "H", "H", "H", "H", "H", "H", "H"], "positions_angstrom": [[0.645, -1.590, -0.393], [-0.465, -0.663, 0.111], [-1.792, -1.040, -0.555], [-0.201, 0.828, -0.115], [-0.055, 1.769, 1.062], [1.103, 1.537, 0.158], [2.202, 0.871, 0.708], [1.591, -1.379, 0.110], [0.387, -2.635, -0.186], [0.786, -1.490, -1.476], [-0.565, -0.830, 1.192], [-2.069, -2.076, -0.330], [-1.705, -0.947, -1.645], [-2.609, -0.386, -0.228], [-0.742, 1.239, -0.968], [-0.551, 2.735, 1.065], [0.025, 1.292, 2.036], [1.365, 2.344, -0.529], [2.651, 0.420, -0.018]]}

***

{"formula": "C6H12O", "method": "the ωB97M-V functional and the def2-TZVPD basis", "gap_ha": 0.29498, "lumo_ev": 0.6494, "total_energy_ev": -8458.4890, "e_above_lowest_ev": 5.8649, "symbols": ["C", "C", "C", "C", "C", "C", "O", "H", "H", "H", "H", "H", "H", "H", "H", "H", "H", "H", "H"], "positions_angstrom": [[-2.511, 0.177, -0.188], [-1.277, 0.225, 0.706], [-0.038, 0.629, -0.063], [1.270, 0.686, 0.667], [1.666, -0.732, 1.035], [1.900, -0.186, -0.303], [0.913, -1.032, -1.821], [-2.719, 1.164, -0.616], [-2.349, -0.518, -1.020], [-3.400, -0.146, 0.365], [-1.133, -0.766, 1.161], [-1.462, 0.907, 1.553], [-0.156, 1.521, -0.688], [0.225, -0.416, -1.231], [1.715, 1.552, 1.162], [0.885, -1.466, 1.221], [2.579, -0.885, 1.613], [2.794, -0.172, -0.908], [1.098, -0.542, -2.643]]}

***

{"formula": "C6H12O", "method": "the ωB97M-V functional and the def2-TZVPD basis", "gap_ha": 0.37883, "lumo_ev": 0.8981, "smiles": "CC[C@@]1(C)C[C@H]1O", "total_energy_ev": -8463.2818, "e_above_lowest_ev": 1.0721, "symbols": ["C", "C", "C", "C", "C", "C", "O", "H", "H", "H", "H", "H", "H", "H", "H", "H", "H", "H", "H"], "positions_angstrom": [[-1.028, -0.196, -1.830], [-1.166, -0.157, -0.307], [0.096, 0.271, 0.422], [0.676, 1.611, 0.012], [0.210, -0.131, 1.876], [1.074, -0.792, 0.853], [0.812, -2.145, 0.610], [-0.253, -0.907, -2.143], [-0.763, 0.785, -2.240], [-1.969, -0.504, -2.298], [-1.466, -1.147, 0.053], [-1.974, 0.536, -0.034], [1.136, 1.563, -0.983], [-0.100, 2.387, -0.015], [1.447, 1.941, 0.718], [-0.588, -0.745, 2.287], [0.666, 0.558, 2.582], [2.135, -0.527, 0.842], [1.046, -2.324, -0.311]]}